{
  "formula": "C32H26BaBr2N8O7P2S2",
  "method": "the ωB97M-V functional and the def2-TZVPD basis",
  "charge": -2,
  "lumo_energy_ev": 3.44,
  "total_energy_ha": -8852.894094,
  "max_force_ev_per_a": 4.635,
  "e_above_lowest_ev": 0.449,
  "species": ["Ba", "C", "N", "C", "C", "C", "C", "C", "C", "N", "C", "C", "C", "C", "C", "C", "N", "C", "C", "C", "C", "C", "N", "H", "H", "H", "H", "H", "H", "H", "H", "H", "H", "H", "H", "H", "H", "H", "H", "H", "H", "O", "P", "O", "O", "O", "P", "O", "O", "O", "H", "H", "S", "C", "C", "N", "C", "S", "C", "N", "Br", "C", "C", "C", "N", "C", "C", "C", "C", "C", "Br", "C", "C", "N", "H", "H", "H", "H", "H", "H"],
  "xyz": [[-1.491, -1.116, -0.656], [0.712, 3.262, 0.862], [-0.599, 2.688, 1.081], [-1.703, 3.342, 0.408], [-1.756, 3.165, -1.093], [-1.187, 4.089, -1.964], [-1.401, 3.956, -3.326], [-2.195, 2.911, -3.774], [-2.704, 2.022, -2.838], [-2.484, 2.133, -1.530], [-0.916, 2.635, 2.498], [-0.003, 1.788, 3.342], [0.038, 2.036, 4.713], [0.676, 1.131, 5.540], [1.268, 0.017, 4.971], [1.219, -0.118, 3.594], [0.616, 0.751, 2.780], [1.444, 2.788, -0.381], [2.194, 3.677, -1.145], [2.941, 3.191, -2.206], [2.906, 1.835, -2.481], [2.115, 1.024, -1.681], [1.407, 1.481, -0.649], [1.333, 2.959, 1.709], [0.698, 4.371, 0.874], [-1.731, 4.425, 0.646], [-2.617, 2.890, 0.797], [-0.603, 4.907, -1.563], [-0.969, 4.665, -4.024], [-2.419, 2.771, -4.825], [-3.315, 1.181, -3.151], [-1.904, 2.161, 2.574], [-0.993, 3.647, 2.941], [-0.490, 2.890, 5.116], [0.669, 1.269, 6.614], [1.715, -0.763, 5.572], [1.632, -1.005, 3.130], [2.180, 4.733, -0.899], [3.534, 3.864, -2.815], [3.454, 1.404, -3.308], [2.027, -0.039, -1.883], [-2.520, -2.961, -3.785], [-3.316, -1.806, -3.035], [-4.478, -1.262, -3.752], [-3.371, -2.217, -1.589], [-2.127, -0.608, -3.039], [-0.573, -0.794, -3.621], [-0.090, 0.731, -3.618], [-0.682, -1.357, -4.990], [0.179, -1.468, -2.517], [-1.965, -2.635, -4.548], [-0.308, 1.203, -4.438], [-3.194, 0.181, 1.815], [-2.664, -0.500, 3.329], [-3.072, 0.235, 4.504], [-3.388, 0.879, 5.410], [-1.903, -1.628, 3.506], [-1.216, -2.627, 2.262], [-1.618, -2.042, 4.862], [-1.359, -2.408, 5.927], [5.531, -3.272, 2.258], [3.926, -2.691, 1.435], [3.520, -1.380, 1.554], [2.323, -1.017, 0.944], [1.568, -1.858, 0.247], [1.986, -3.119, 0.137], [3.155, -3.593, 0.723], [1.127, -4.036, -0.676], [1.681, -5.044, -1.455], [0.816, -5.817, -2.212], [1.522, -7.182, -3.322], [-0.543, -5.586, -2.177], [-0.982, -4.564, -1.346], [-0.180, -3.799, -0.619], [4.085, -0.655, 2.123], [1.928, -0.013, 1.049], [3.438, -4.632, 0.648], [2.748, -5.198, -1.503], [-1.243, -6.143, -2.781], [-2.042, -4.334, -1.285]],
  "forces_ev_per_angstrom": [[1.31, 0.86, 4.36], [-0.06, 0.05, -0.18], [0.23, -0.06, 0.26], [0.02, -0.01, -0.21], [-0.11, 0.08, 0.01], [-0.04, -0.04, 0.11], [-0.07, -0.12, -0.08], [0.03, 0.20, 0.04], [-0.32, 0.09, -0.01], [0.09, -0.03, -0.08], [-0.02, -0.06, -0.01], [-0.09, -0.02, -0.02], [-0.02, -0.08, 0.02], [-0.04, 0.06, 0.05], [-0.01, -0.07, -0.05], [-0.23, 0.01, 0.12], [0.02, -0.03, 0.25], [-0.10, -0.12, 0.04], [-0.04, -0.02, 0.08], [0.01, 0.02, -0.03], [0.01, 0.03, -0.02], [-0.07, 0.01, 0.08], [-0.03, 0.13, -0.18], [0.05, -0.01, -0.04], [-0.07, -0.04, -0.06], [0.07, 0.01, -0.05], [0.04, 0.00, -0.01], [0.03, 0.04, -0.01], [0.00, 0.01, 0.00], [-0.01, 0.03, 0.00], [0.02, 0.31, 0.01], [0.04, 0.07, 0.04], [0.07, -0.01, -0.03], [0.00, -0.02, 0.01], [0.01, 0.01, 0.00], [0.01, 0.01, 0.03], [-0.08, 0.10, 0.12], [0.03, 0.00, -0.03], [-0.01, 0.00, 0.01], [0.00, 0.03, 0.01], [-0.03, 0.03, 0.03], [0.32, -0.47, -0.87], [0.03, 0.30, -0.41], [-0.08, -0.03, -0.03], [-1.08, -0.57, -0.85], [0.53, -0.34, -1.11], [-0.78, -0.43, -0.19], [0.21, 0.38, -0.47], [0.22, 0.03, -0.20], [0.41, 0.15, -0.83], [-0.44, -0.03, 0.60], [-0.04, -0.29, 0.36], [-0.04, -0.05, 0.01], [-0.03, 0.08, 0.17], [0.06, -0.06, -0.17], [0.01, -0.02, -0.03], [0.06, -0.02, 0.13], [-0.01, 0.08, 0.05], [0.03, 0.02, -0.14], [-0.02, 0.04, -0.04], [0.07, -0.03, 0.04], [-0.19, 0.03, -0.11], [0.14, -0.01, -0.09], [-0.08, -0.05, -0.14], [0.14, -0.06, 0.04], [-0.09, -0.15, -0.25], [0.09, 0.06, 0.06], [0.06, 0.31, 0.23], [-0.07, -0.10, -0.04], [-0.01, 0.14, 0.09], [0.02, -0.05, -0.04], [0.15, -0.06, 0.00], [-0.36, 0.08, 0.02], [-0.02, -0.18, -0.28], [0.01, -0.02, 0.00], [0.05, -0.08, -0.06], [0.00, -0.02, -0.01], [0.02, 0.01, 0.01], [0.02, -0.02, 0.02], [0.04, 0.00, -0.03]]
}



{
  "formula": "C32H26BrN3NiO6Se",
  "method": "the ωB97M-V functional and the def2-TZVPD basis",
  "charge": -2,
  "multiplicity": 3,
  "lumo_energy_ev": [3.45, 3.43],
  "total_energy_ha": -8334.571590,
  "max_force_ev_per_a": 0.165,
  "e_above_lowest_ev": 0.159,
  "species": ["Ni", "Br", "C", "C", "C", "C", "O", "C", "C", "N", "C", "C", "C", "C", "C", "C", "C", "C", "N", "C", "C", "H", "H", "H", "H", "H", "H", "H", "H", "H", "H", "C", "C", "C", "C", "C", "C", "C", "C", "C", "C", "O", "O", "H", "H", "H", "H", "H", "H", "H", "H", "H", "H", "H", "Se", "C", "C", "C", "C", "C", "C", "H", "H", "H", "H", "H", "O", "N", "O", "O"],
  "xyz": [[1.586, 1.165, 0.367], [2.032, -6.202, 0.041], [1.554, -4.358, -0.016], [0.189, -3.991, 0.012], [-0.167, -2.678, -0.020], [0.802, -1.620, -0.077], [0.420, -0.405, -0.074], [2.180, -2.031, -0.156], [3.254, -1.131, -0.346], [3.160, 0.160, -0.437], [4.287, 0.945, -0.672], [5.450, 0.537, -1.280], [6.531, 1.428, -1.446], [6.451, 2.724, -1.027], [5.255, 3.193, -0.431], [5.078, 4.519, 0.029], [3.891, 4.889, 0.584], [2.844, 3.944, 0.680], [2.989, 2.712, 0.263], [4.174, 2.312, -0.272], [2.518, -3.410, -0.105], [-0.589, -4.745, 0.043], [-1.221, -2.437, -0.011], [4.243, -1.592, -0.418], [5.544, -0.477, -1.645], [7.436, 1.068, -1.919], [7.285, 3.406, -1.149], [5.896, 5.224, -0.067], [3.727, 5.893, 0.951], [1.872, 4.189, 1.104], [3.564, -3.693, -0.148], [-6.247, 3.940, -0.472], [-4.783, 3.769, -0.157], [-4.297, 2.577, 0.361], [-2.946, 2.391, 0.644], [-2.474, 1.070, 1.182], [-2.063, 3.452, 0.419], [-2.531, 4.663, -0.095], [-1.606, 5.828, -0.344], [-3.884, 4.801, -0.386], [-0.594, 3.296, 0.756], [-0.093, 4.081, 1.569], [0.001, 2.357, 0.136], [-6.796, 3.016, -0.290], [-6.397, 4.221, -1.517], [-6.695, 4.723, 0.144], [-4.982, 1.754, 0.538], [-3.317, 0.401, 1.350], [-1.943, 1.197, 2.130], [-1.766, 0.597, 0.503], [-1.514, 6.446, 0.552], [-1.990, 6.449, -1.156], [-0.600, 5.499, -0.597], [-4.241, 5.738, -0.806], [-3.675, -4.630, -1.024], [-3.572, -6.514, -0.842], [-4.046, -7.179, 0.302], [-3.973, -8.557, 0.432], [-3.421, -9.341, -0.576], [-2.943, -8.705, -1.717], [-3.017, -7.327, -1.846], [-4.476, -6.582, 1.097], [-4.349, -9.027, 1.336], [-3.360, -10.418, -0.472], [-2.502, -9.292, -2.517], [-2.637, -6.846, -2.740], [2.884, 0.384, 4.142], [2.895, 0.655, 2.948], [3.941, 0.915, 2.337], [1.777, 0.658, 2.317]],
  "forces_ev_per_angstrom": [[-0.16, 0.00, -0.01], [-0.01, 0.01, 0.00], [0.00, -0.02, 0.00], [0.00, -0.05, 0.00], [0.04, -0.01, -0.02], [-0.04, -0.04, -0.01], [0.07, -0.06, 0.05], [0.00, -0.01, 0.01], [-0.03, -0.03, -0.02], [0.06, 0.05, 0.03], [-0.01, -0.03, -0.01], [0.00, 0.00, 0.01], [-0.01, 0.00, 0.00], [0.01, 0.00, 0.00], [0.00, 0.00, 0.01], [0.00, 0.00, 0.00], [0.01, 0.01, 0.00], [0.00, -0.02, 0.00], [0.10, -0.02, -0.04], [0.00, 0.01, 0.00], [0.02, 0.01, -0.01], [-0.02, 0.01, -0.03], [-0.01, 0.15, -0.01], [0.00, 0.00, 0.01], [0.00, 0.00, 0.00], [0.00, 0.00, 0.00], [0.00, 0.00, 0.00], [0.00, 0.00, 0.00], [0.00, 0.00, 0.01], [0.00, 0.01, 0.00], [0.00, 0.01, 0.00], [0.00, 0.01, 0.01], [-0.01, -0.02, 0.00], [0.00, 0.00, -0.01], [-0.05, 0.03, -0.04], [0.09, 0.03, 0.08], [-0.01, -0.02, 0.01], [-0.02, 0.03, 0.00], [0.03, 0.00, 0.01], [0.02, -0.01, -0.02], [0.12, 0.02, 0.04], [-0.04, 0.01, 0.00], [-0.12, -0.02, 0.05], [0.00, 0.00, 0.00], [0.00, 0.00, 0.00], [0.00, 0.00, 0.00], [-0.01, 0.00, 0.00], [-0.01, -0.03, -0.01], [0.00, 0.02, -0.02], [-0.01, -0.04, -0.03], [0.01, -0.01, 0.01], [-0.01, 0.01, 0.01], [-0.01, -0.01, -0.03], [0.01, 0.00, 0.00], [0.01, -0.05, 0.02], [0.00, -0.02, -0.01], [0.00, 0.00, 0.00], [0.00, 0.00, 0.00], [0.00, 0.01, -0.01], [-0.01, -0.01, 0.00], [0.00, 0.01, 0.01], [0.00, 0.00, 0.00], [0.00, 0.00, 0.00], [0.00, 0.00, 0.00], [0.00, 0.00, 0.00], [0.00, 0.00, 0.00], [-0.02, 0.02, -0.06], [0.00, -0.03, 0.00], [-0.06, 0.00, 0.01], [0.05, 0.07, 0.02]]
}